Density functional theory data (ωB97M-V with the def2-TZVPD basis set) for a 18-piece molecular cluster, H36O18 overall.

Values from the calculation:
relative energy (zero: lowest compared OMol25 entry of this formula, charge and spin): 188.1 kcal per mole
strongest force on any atom: 8.786 eV Å⁻¹
E_HOMO: -0.3748 hartree
Kohn-Sham gap: 9.93 eV

Structure (ORCA input):
```
! wB97M-V def2-TZVPD RIJCOSX def2/J DEFGRID3
* xyz 0 1
O 0.418 2.189 3.281
H 0.515 2.012 2.352
H -0.432 1.921 3.524
O -2.136 2.102 -3.460
H -2.344 2.774 -3.929
H -2.253 2.085 -2.564
O -3.686 -1.308 -0.992
H -4.468 -1.701 -0.635
H -3.815 -0.702 -1.609
O -0.929 1.727 -1.408
H -0.181 1.294 -1.820
H -0.603 1.897 -0.408
O -4.424 -1.826 2.856
H -4.286 -0.910 2.486
H -4.212 -1.556 3.709
O -0.322 -0.655 -2.948
H -1.226 -0.628 -3.027
H 0.160 -1.478 -3.327
O 2.872 -0.817 1.188
H 2.445 -0.486 0.511
H 3.637 -1.292 0.793
O -5.699 -2.620 -0.114
H -5.910 -2.263 0.695
H -5.313 -3.372 0.215
O 4.257 -3.324 -2.443
H 4.136 -2.548 -2.988
H 3.433 -3.656 -2.154
O 5.058 0.461 -2.473
H 4.136 0.974 -2.369
H 4.981 -0.065 -1.642
O -0.262 4.636 4.007
H 0.376 3.911 4.108
H -0.117 5.095 3.143
O -0.691 0.122 0.671
H -1.325 -0.349 1.051
H -0.960 -0.116 -0.335
O 0.676 -2.845 2.422
H 1.494 -2.145 2.717
H 0.156 -2.457 1.519
O 4.535 -1.523 -0.642
H 4.804 -2.241 -1.185
H 5.296 -0.969 -0.470
O -1.676 -2.924 1.968
H -1.329 -2.742 2.765
H -1.562 -3.869 1.744
O 2.320 2.677 -0.341
H 3.129 3.008 0.149
H 2.515 1.749 -0.625
O 2.317 0.350 -1.817
H 1.364 0.233 -1.995
H 2.479 1.302 -1.940
O -2.256 3.861 0.876
H -2.483 4.087 -0.048
H -2.608 2.922 0.958
*
```

Atomic partial charges in e from the natural (NBO) method, atoms 1 to 8: -0.948, 0.488, 0.471, -0.956, 0.458, 0.490, -0.987, 0.486